{"formula": "C35H35Cl3N4O4RuS7", "method": "ωB97M-V/def2-TZVPD", "orbital_gap_ev": [4.73, 4.72], "spin_multiplicity": 2, "homo_ev": [-3.197, -3.184], "charge": -1, "elements": ["Ru", "Cl", "Cl", "Cl", "S", "S", "S", "S", "S", "S", "S", "O", "O", "O", "O", "N", "N", "N", "N", "C", "C", "C", "C", "C", "C", "C", "C", "C", "C", "C", "C", "C", "C", "C", "C", "C", "C", "C", "C", "C", "C", "C", "C", "C", "C", "C", "C", "C", "C", "C", "C", "C", "C", "C", "H", "H", "H", "H", "H", "H", "H", "H", "H", "H", "H", "H", "H", "H", "H", "H", "H", "H", "H", "H", "H", "H", "H", "H", "H", "H", "H", "H", "H", "H", "H", "H", "H", "H", "H"], "xyz": [[-2.21802, -1.95396, -0.31279], [5.06321, -0.94824, 0.19723], [2.00298, 2.57496, 1.82277], [-1.27160, 6.25185, -0.25170], [-1.45032, -4.00558, -1.31491], [-5.00761, -8.20222, -3.26847], [-4.59941, -2.87534, -0.91566], [5.93068, 0.64734, 2.57907], [-2.72871, -6.43518, -2.47588], [-5.41960, -5.50534, -2.04732], [-0.00803, -2.64288, 2.51719], [-0.09431, -2.36938, 1.05566], [-2.86739, -2.96761, 1.47529], [-2.97672, -0.50270, -1.96510], [3.95467, 2.59061, -1.42003], [-0.47372, -1.01809, -1.43323], [-2.57469, -0.20456, 0.57777], [-2.55593, 0.92185, -0.20848], [1.26550, 0.11630, -2.15261], [-2.62159, 2.62666, -4.67792], [-2.83612, -1.01330, 2.82896], [0.74905, -0.56997, -3.22964], [-4.41843, -6.79703, -2.63520], [1.20849, -1.43742, 3.14721], [0.98521, -4.18180, 2.66094], [-2.58419, 1.43425, 2.35022], [-4.14413, -4.40143, -1.55734], [-2.68446, 1.57505, -3.77744], [0.40053, 4.32492, 0.60809], [-2.74547, 0.65354, -1.47874], [6.15032, 2.35138, 2.45202], [-0.32667, -1.25880, -2.77078], [0.50752, -0.21712, -1.07613], [1.10825, 3.54943, -1.94762], [-0.14974, 4.95803, -0.49206], [2.77028, 1.85867, -1.09218], [5.22508, 1.99460, -1.15848], [-2.63614, 3.13308, -1.94803], [1.01188, -1.17718, 4.63291], [5.53624, 1.76679, 0.28794], [-2.65286, 0.00680, 1.87341], [5.90605, 2.79587, 1.19456], [-2.96340, -2.38151, 2.59432], [2.47762, 0.90860, -2.25712], [-2.57971, 3.93577, -4.21762], [1.31692, 3.30889, 0.40656], [1.69178, 2.88787, -0.87041], [5.48498, 0.55355, 0.91163], [0.19923, 4.57304, -1.77623], [-2.88362, -4.84873, -1.74193], [-2.69337, 1.81754, -2.40474], [-2.59125, 4.18371, -2.85050], [-3.22810, -3.28206, 3.78274], [2.18391, -4.22298, 1.73479], [1.66462, -0.36618, 4.96288], [2.40503, 1.49661, -3.17263], [1.17584, -0.48845, -4.21435], [-4.13224, -2.97801, 4.31090], [-0.02156, -0.88902, 4.83017], [5.98225, 3.83500, 0.90600], [-3.35039, -4.30265, 3.42416], [0.64177, 0.17894, -0.08307], [-2.64458, 3.31312, -0.88093], [1.24553, -4.28399, 3.71762], [2.55190, -5.24502, 1.64031], [5.92977, 2.72431, -1.55588], [1.24688, -2.06220, 5.22763], [0.99375, -0.54762, 2.56022], [1.88539, -3.87037, 0.74585], [-2.38773, -3.24233, 4.47853], [-0.24282, 5.06547, -2.62968], [-1.02233, -1.88252, -3.30269], [0.12365, 4.62358, 1.60892], [3.33196, 0.23557, -2.36600], [-2.63395, 1.48061, 3.43761], [-2.60982, 2.42827, -5.74313], [-2.54218, 4.75998, -4.92070], [3.00354, -3.60280, 2.09612], [1.38112, 3.26043, -2.95407], [-2.56742, 5.20580, -2.49005], [2.21140, -1.78628, 2.91997], [-3.40333, 2.01152, 1.92102], [0.26910, -4.95969, 2.39311], [6.43966, 2.91159, 3.32609], [5.34002, 1.06313, -1.72038], [-2.73236, 0.54815, -4.11506], [2.91903, 1.28090, -0.17864], [-1.65614, 1.89052, 1.99850], [-2.94033, -0.68690, 3.85668]]}

{"formula": "C3H3Cl2N4O", "method": "ωB97M-V/def2-TZVPD", "orbital_gap_ev": [7.63, 7.63], "spin_multiplicity": 1, "homo_ev": [-4.458, -4.457], "charge": -1, "elements": ["Cl", "Cl", "O", "N", "N", "N", "N", "C", "C", "C", "H", "H", "H"], "xyz": [[0.89556, -2.82072, -0.66971], [1.54259, -0.32903, 2.04406], [-0.59505, 0.64285, -2.96525], [-3.02300, -1.44996, -1.96380], [-2.61295, -0.45872, -2.81758], [-1.00353, -1.04875, -1.46619], [-2.13304, -1.81813, -1.20743], [-1.37144, -0.15609, -2.52322], [0.06132, -0.37512, 1.15965], [0.23748, -1.17308, -0.97230], [-0.33288, 0.55619, 1.16935], [-0.61661, -1.23294, 1.48860], [0.81337, -0.45447, -1.46051]]}

ΔE to the lowest compared entry with this formula, charge and spin? In order: 2.850; 2.610 eV.